# 1
Molecular formula: C42H86N2O14S6
Method: DFT, the ωB97M-V functional and the def2-TZVPD basis

## Properties
Kohn-Sham gap ... 0.24884 Eh
Maximum force ... 3.99 eV Å⁻¹
HOMO level ... -6.62 eV
SMILES ... CC1(C)CCCC(C)(C)N1O.CC1(C)CCCC(C)(C)N1O.O=S1(=O)CCCC1.O=S1(=O)CCCC1.O=S1(=O)CCCC1.O=S1(=O)CCCC1.O=S1(=O)CCCC1.O=S1(=O)CCCC1
Molar mass ... 1035.55 g mol⁻¹
Energy relative to the best compared isomer or geometry (same formula, charge and spin) ... 64.6 kcal per mole
Lowest unoccupied orbital energy ... 0.15 eV

Each line ends with the Mulliken charge.
Positions of all 150 atoms, in Å:
C: 21.6720 -25.4741 -11.7808  -0.09
C: 20.9195 -25.3298 -10.3583  -0.85
C: 21.8773 -24.8169 -9.3172  0.40
S: 23.3855 -25.7719 -9.5504  0.72
O: 23.3315 -27.0788 -8.8593  -0.63
O: 24.5446 -24.8566 -9.2723  -0.54
C: 23.1181 -25.9584 -11.3627  0.28
H: 21.5958 -24.4557 -12.1618  0.38
H: 21.1236 -26.1649 -12.4211  -0.34
H: 20.5283 -26.3138 -10.1001  0.23
H: 20.0322 -24.6974 -10.3884  0.63
H: 21.6087 -24.8738 -8.2624  0.26
H: 22.1684 -23.7822 -9.4981  -0.44
H: 23.3071 -27.0312 -11.4015  -0.28
H: 23.8757 -25.4155 -11.9280  0.19
C: 16.8066 -21.5679 -13.9645  -0.65
C: 17.3373 -22.9478 -14.3204  -0.50
C: 18.1420 -23.4510 -13.1192  -0.25
S: 19.1916 -21.9563 -12.6827  1.13
O: 20.2860 -21.8754 -13.6640  -0.68
O: 19.5615 -21.9264 -11.2903  -0.60
C: 17.8616 -20.7278 -13.1803  -0.78
H: 15.9218 -21.6818 -13.3381  0.33
H: 16.6729 -21.1467 -14.9610  0.28
H: 17.8550 -23.0242 -15.2766  0.25
H: 16.5599 -23.7027 -14.4381  0.52
H: 18.8242 -24.2908 -12.9870  -0.19
H: 17.4627 -23.6117 -12.2820  0.42
H: 18.3865 -19.8217 -13.4828  0.44
H: 17.5586 -20.2906 -12.2288  0.35
C: 22.9382 -30.4011 -8.8072  0.33
C: 21.5792 -30.8903 -9.1450  -0.44
C: 21.5236 -31.5341 -10.5559  -0.98
S: 23.0634 -30.9509 -11.3890  1.08
O: 22.8494 -29.6032 -11.9791  -0.40
O: 23.5980 -31.9785 -12.2336  -0.79
C: 23.9938 -30.7594 -9.8215  -1.03
H: 23.1499 -30.6829 -7.7758  0.55
H: 22.9550 -29.3143 -8.8888  -0.51
H: 20.8687 -30.0652 -9.1934  0.09
H: 21.0411 -31.3689 -8.3268  0.59
H: 20.7258 -31.3455 -11.2742  0.49
H: 21.7336 -32.5998 -10.4640  0.36
H: 24.8455 -30.0791 -9.8158  0.39
H: 24.2783 -31.7934 -9.6266  0.40
C: 19.0506 -28.9281 -5.1426  -0.76
C: 20.2934 -29.2609 -5.9424  -0.38
C: 21.0215 -27.9207 -6.1286  -0.54
S: 19.6943 -26.8826 -6.8879  1.23
O: 19.4908 -27.3089 -8.2596  -0.64
O: 19.7794 -25.5239 -6.5182  -0.73
C: 18.3778 -27.6936 -5.8672  -0.82
H: 19.3394 -28.5800 -4.1509  0.31
H: 18.4677 -29.8408 -5.0189  0.36
H: 19.9615 -29.7151 -6.8760  0.10
H: 20.8515 -30.0437 -5.4286  0.49
H: 21.8682 -27.8848 -6.8141  0.16
H: 21.1856 -27.5640 -5.1118  0.37
H: 17.5059 -27.9158 -6.4824  0.38
H: 18.0440 -26.9757 -5.1180  0.39
C: 26.1112 -29.6891 -14.7611  -0.95
C: 25.7656 -29.3535 -16.2508  -0.59
C: 25.4005 -27.9286 -16.3979  -0.63
S: 25.0704 -27.2130 -14.7294  0.99
O: 23.6927 -26.7398 -14.5846  -0.38
O: 26.2229 -26.4210 -14.3743  -0.69
C: 25.2920 -28.8001 -13.8593  -0.04
H: 27.1804 -29.5313 -14.6197  0.37
H: 25.8909 -30.7364 -14.5544  0.40
H: 24.9956 -30.0868 -16.4901  0.22
H: 26.5932 -29.6770 -16.8821  0.39
H: 24.4983 -27.8012 -16.9961  0.06
H: 26.2384 -27.2915 -16.6811  0.56
H: 24.3061 -29.2587 -13.9359  -0.21
H: 25.5129 -28.7164 -12.7952  0.59
C: 23.3909 -21.1405 -5.8118  -0.89
C: 22.6485 -21.9123 -6.8918  0.09
C: 21.7892 -21.0010 -7.7914  -0.64
S: 22.7176 -19.4521 -7.8172  0.81
O: 21.6535 -18.4385 -7.8744  -0.71
O: 23.8576 -19.5915 -8.7496  -0.68
C: 23.3177 -19.6734 -6.0862  -0.66
H: 24.3845 -21.5833 -5.7424  0.35
H: 22.9773 -21.3413 -4.8235  0.29
H: 22.0629 -22.7264 -6.4647  0.50
H: 23.3443 -22.4262 -7.5550  -0.16
H: 20.8635 -20.9501 -7.2182  0.39
H: 21.5200 -21.3178 -8.7990  0.26
H: 22.4695 -19.3446 -5.4858  0.35
H: 24.1667 -19.0092 -5.9243  0.48
C: 24.6114 -22.0966 -10.6957  -2.03
C: 26.0679 -21.8466 -11.2911  1.84
C: 26.0553 -22.1256 -12.8432  -0.79
C: 27.2599 -21.6634 -13.5335  -0.85
C: 27.4462 -20.1427 -13.4159  -1.23
C: 27.4639 -19.6645 -11.9070  1.45
N: 26.3899 -20.4549 -11.1343  0.59
O: 26.2616 -20.0088 -9.8686  -0.46
C: 28.7981 -19.8212 -11.2303  -1.80
C: 27.1036 -18.1693 -11.9905  -2.01
C: 27.1117 -22.7552 -10.6581  -1.71
H: 24.1224 -23.0288 -10.9783  -0.13
H: 23.9798 -21.2181 -10.8281  0.48
H: 24.7616 -22.1525 -9.6176  0.60
H: 25.9787 -23.2017 -12.9985  0.27
H: 25.2662 -21.6029 -13.3837  0.33
H: 27.1157 -21.8588 -14.5961  0.41
H: 28.1653 -22.1996 -13.2493  0.35
H: 26.6094 -19.6855 -13.9438  0.41
H: 28.3910 -19.8347 -13.8640  0.43
H: 28.7970 -19.6806 -10.1494  0.27
H: 29.2990 -20.7528 -11.4934  0.37
H: 29.4651 -19.0547 -11.6247  0.52
H: 26.0611 -18.0978 -12.3008  0.47
H: 27.2089 -17.6675 -11.0286  0.37
H: 27.6416 -17.5589 -12.7159  0.39
H: 27.1564 -22.7052 -9.5701  0.38
H: 28.1673 -22.5880 -10.8721  0.34
H: 27.0360 -23.8149 -10.9015  0.31
H: 25.3353 -19.8242 -9.6968  0.62
C: 21.8053 -29.1059 -16.1407  -1.42
C: 20.2625 -29.0166 -16.3195  1.87
C: 19.5164 -28.5469 -15.0749  -1.61
C: 19.7701 -27.0633 -14.8094  0.89
C: 19.2084 -26.2420 -15.9876  -1.47
C: 19.8632 -26.6153 -17.4176  1.60
N: 19.8827 -28.1305 -17.4866  0.35
O: 20.2453 -28.5230 -18.7540  -0.46
C: 18.9684 -25.8872 -18.5274  -1.92
C: 21.2633 -26.0790 -17.4864  -1.59
C: 19.5919 -30.4278 -16.5572  -2.17
H: 22.0945 -29.7933 -15.3458  0.42
H: 22.3270 -28.1664 -15.9581  -0.21
H: 22.3642 -29.5389 -16.9703  0.53
H: 18.4696 -28.8366 -14.9824  0.30
H: 19.8849 -28.9092 -14.1152  0.44
H: 20.8550 -27.0313 -14.7083  -0.66
H: 19.3555 -26.7754 -13.8432  0.44
H: 19.5177 -25.2018 -15.8857  0.41
H: 18.1224 -26.2893 -16.0685  0.38
H: 17.9883 -26.3616 -18.5759  0.46
H: 18.8351 -24.8161 -18.3756  0.32
H: 19.3302 -26.0883 -19.5357  0.43
H: 21.7595 -26.1783 -16.5210  0.12
H: 21.8735 -26.7050 -18.1374  0.33
H: 21.2090 -25.0259 -17.7624  0.50
H: 18.5655 -30.3148 -16.9061  0.52
H: 19.6143 -31.0094 -15.6356  0.34
H: 20.0490 -30.8602 -17.4472  0.43
H: 19.4046 -28.8019 -19.1241  0.35

Forces on atoms 1 to 6 (eV/Å):
-0.16 0.26 3.10
-0.55 -1.00 -0.97
0.58 -0.13 0.34
1.60 2.25 0.38
-0.12 1.39 -0.96
-2.11 -2.32 -0.39

# 2
Molecular formula: C42H90ClNO19
Method: DFT, the ωB97M-V functional and the def2-TZVPD basis

## Properties
Kohn-Sham gap ... 0.30973 Eh
Maximum force ... 0.83 eV Å⁻¹
HOMO level ... -8.83 eV
Molar mass ... 948.62 g mol⁻¹
Energy relative to the best compared isomer or geometry (same formula, charge and spin) ... 0.0 kcal per mole
Lowest unoccupied orbital energy ... -0.40 eV

Each line ends with the Mulliken charge.
Positions of all 153 atoms, in Å:
C: 3.0005 -1.8893 1.3150  -1.16
C: 3.1703 -2.6966 0.0230  -0.52
C: 2.1102 -2.3685 -0.9834  1.32
C: 0.8910 -3.0153 -0.8805  -0.40
C: -0.1660 -2.7079 -1.7160  1.42
C: -0.0057 -1.7532 -2.7180  0.59
C: 1.2165 -1.0877 -2.8585  0.18
C: 1.3918 0.0449 -3.8280  -1.43
C: 1.1710 1.3590 -3.0621  -0.69
N: -0.1934 1.4191 -2.5048  0.85
C: -0.7760 2.7798 -2.7043  -0.83
C: -2.1921 2.8608 -2.1421  -0.89
C: -0.2354 1.1049 -1.0887  0.15
C: 0.6283 1.8945 -0.1404  -1.41
O: -0.9676 0.2327 -0.6902  -0.32
C: 2.2598 -1.4093 -1.9868  0.15
O: 3.4398 -0.7133 -2.0868  -0.61
C: 4.4990 -1.3947 -2.7707  0.05
C: 5.0510 -0.5624 -3.9236  0.21
C: 4.9788 0.9545 -3.7327  -1.13
O: 6.4104 -0.9979 -4.0781  -0.43
C: -1.2014 -1.4737 -3.5617  -0.51
O: -1.1610 -1.1353 -4.7237  -0.66
C: -2.5208 -1.6632 -2.8816  0.95
C: -3.5874 -0.9012 -3.3178  -0.99
C: -4.8211 -1.0486 -2.7092  -1.01
C: -4.9741 -1.9535 -1.6711  -0.57
C: -3.9234 -2.7428 -1.2220  0.72
C: -4.1660 -3.6934 -0.0761  -1.47
C: -4.0478 -3.0224 1.3002  -0.31
C: -5.1597 -2.0387 1.5810  -0.62
Cl: -4.9245 -1.2945 3.2032  -0.17
C: -2.6763 -2.5923 -1.8478  0.07
C: -1.4705 -3.3749 -1.4641  -0.23
O: -1.5048 -4.4693 -0.9359  -0.72
H: 3.8915 -2.0037 1.9338  0.45
H: 2.1491 -2.2399 1.8970  0.02
H: 2.8988 -0.8264 1.0970  0.28
H: 3.1415 -3.7629 0.2187  0.19
H: 4.1621 -2.4609 -0.3618  0.16
H: 0.7445 -3.7554 -0.1044  -0.01
H: 2.4053 0.0502 -4.2304  0.13
H: 0.7071 -0.0356 -4.6615  0.59
H: 1.9298 1.4084 -2.2793  -0.04
H: 1.3623 2.2055 -3.7224  0.65
H: -0.7546 2.9505 -3.7772  0.60
H: -0.1428 3.5047 -2.1856  0.48
H: -2.6754 1.8841 -2.1552  0.19
H: -2.1624 3.2502 -1.1272  0.24
H: -2.7913 3.5210 -2.7665  0.26
H: 0.3984 2.9571 -0.1350  0.19
H: 1.6859 1.7580 -0.3351  0.16
H: 0.4379 1.5127 0.8608  0.54
H: 4.1170 -2.3400 -3.1584  0.15
H: 5.3108 -1.5935 -2.0701  -0.16
H: 4.5230 -0.8137 -4.8463  0.34
H: 4.2334 1.2589 -3.0039  0.01
H: 5.9558 1.3468 -3.4553  0.45
H: 4.7073 1.4313 -4.6763  0.31
H: 6.6645 -0.7879 -4.9809  0.32
H: -3.4580 -0.1959 -4.1255  0.57
H: -5.6554 -0.4569 -3.0597  0.46
H: -5.9506 -2.0705 -1.2184  0.50
H: -3.5212 -4.5589 -0.1115  0.61
H: -5.1869 -4.0689 -0.1682  0.59
H: -3.0841 -2.5273 1.4296  0.31
H: -4.1136 -3.8184 2.0458  0.26
H: -5.1330 -1.2074 0.8838  0.27
H: -6.1356 -2.5131 1.6032  0.36
C: -5.0098 2.4430 1.9492  -0.16
O: -5.1402 2.3886 3.3686  -0.53
H: -4.9440 3.4904 1.6643  0.22
H: -4.0998 1.9298 1.6226  0.11
H: -5.8689 1.9982 1.4477  0.11
H: -5.2018 1.4566 3.5930  0.24
C: 3.5955 5.0490 0.1595  -0.50
O: 3.0410 3.7274 0.1856  -0.40
H: 2.7748 5.7476 0.2944  0.16
H: 4.3225 5.1803 0.9562  0.23
H: 4.0721 5.2468 -0.8026  0.27
H: 3.7640 3.1068 0.0581  0.20
C: -5.5314 -7.6449 1.0450  -0.56
O: -5.4666 -6.5589 0.1267  -0.38
H: -5.0492 -7.3172 1.9627  0.18
H: -6.5651 -7.9198 1.2700  0.27
H: -5.0021 -8.5219 0.6647  0.26
H: -5.8874 -6.8368 -0.6913  0.25
C: -4.5664 -0.7741 7.4624  -0.41
O: -4.5280 0.3386 6.5784  -0.45
H: -4.0274 -0.4854 8.3616  0.22
H: -5.5924 -1.0342 7.7382  0.25
H: -4.0773 -1.6506 7.0280  0.13
H: -5.0019 0.0939 5.7796  0.26
C: -3.0263 6.4017 -1.9563  -0.65
O: -1.7178 6.0282 -1.5433  -0.39
H: -3.1281 6.1141 -3.0001  0.26
H: -3.7934 5.8847 -1.3729  0.23
H: -3.1810 7.4807 -1.8736  0.32
H: -1.6161 6.2767 -0.6203  0.26
C: 8.4973 -1.6978 -1.3466  -0.26
O: 8.6661 -2.7544 -2.2783  -0.51
H: 8.8442 -2.0370 -0.3731  0.28
H: 9.0797 -0.8192 -1.6386  0.24
H: 7.4436 -1.4167 -1.2651  -0.03
H: 8.3451 -2.4267 -3.1247  0.30
C: -7.8747 1.9266 -1.1241  -0.67
O: -6.4932 2.2253 -0.9621  -0.31
H: -8.2035 1.4293 -0.2146  0.24
H: -8.4687 2.8338 -1.2610  0.29
H: -8.0447 1.2571 -1.9720  0.27
H: -6.1879 2.6674 -1.7586  0.21
C: 3.0642 -6.5878 1.9859  -0.72
O: 2.4692 -5.8880 0.8991  -0.33
H: 4.1166 -6.7224 1.7472  0.25
H: 2.9794 -6.0214 2.9170  0.26
H: 2.6048 -7.5693 2.1270  0.29
H: 1.5380 -5.7685 1.1169  0.20
C: 1.7983 9.0766 0.0399  -0.50
O: 1.9235 7.8975 -0.7530  -0.46
H: 2.4618 8.9764 0.8925  0.16
H: 2.0876 9.9659 -0.5256  0.30
H: 0.7736 9.1995 0.4034  0.26
H: 1.3369 7.9811 -1.5094  0.26
C: 3.0173 -5.6309 -2.7075  -0.50
O: 2.4513 -4.7269 -3.6552  -0.61
H: 3.6443 -6.3307 -3.2546  0.37
H: 3.6286 -5.0944 -1.9762  0.16
H: 2.2365 -6.1815 -2.1784  0.21
H: 1.8930 -4.1089 -3.1704  0.36
C: 7.4262 4.0101 1.4855  -0.52
O: 6.6953 5.0208 0.7981  -0.45
H: 6.8109 3.1134 1.4870  0.18
H: 8.3709 3.7862 0.9836  0.27
H: 7.6298 4.2958 2.5205  0.27
H: 7.2299 5.8192 0.7919  0.27
C: 1.7620 10.9184 3.5909  -0.53
O: 2.8922 10.6780 2.7592  -0.48
H: 0.8927 10.9783 2.9408  0.20
H: 1.6103 10.1060 4.3060  0.27
H: 1.8586 11.8612 4.1351  0.27
H: 3.6682 10.6221 3.3225  0.28
C: -0.3953 -3.3987 3.6601  -0.50
O: -0.3481 -4.4467 2.6876  -0.48
H: -0.0164 -3.8029 4.5931  0.34
H: 0.2218 -2.5494 3.3553  0.13
H: -1.4187 -3.0566 3.8151  0.17
H: -0.6921 -4.0918 1.8611  0.30
C: -2.9758 -5.6822 6.2922  -0.65
O: -2.6114 -4.5099 5.5741  -0.36
H: -2.7655 -5.4940 7.3421  0.23
H: -4.0404 -5.9066 6.1829  0.27
H: -2.3930 -6.5479 5.9661  0.28
H: -2.7927 -4.6687 4.6433  0.23

Forces on atoms 1 to 6 (eV/Å):
0.22 -0.20 0.03
0.43 0.47 -0.05
-0.02 -0.10 -0.03
-0.10 -0.09 0.07
0.14 0.09 -0.08
0.11 0.02 0.08